# 1
Here is a molecular structure, C21H41N2O2Sr at a distorted geometry from OMol25. Energies are from ωB97M-V with the def2-TZVPD basis set.

The HOMO-LUMO gap (spin up / spin down) comes out at 4.8992 / 4.9011 eV. The total energy comes out at -1114.73210 a.u. The multiplicity is 2. Its lowest unoccupied orbital energy (spin up / spin down) is -0.3357 / -0.3358 Ha. The expectation value of S² is 0.75. For the maximum force, the calculation gives 4.1 eV/A. The value obtained for the highest occupied orbital energy (spin up / spin down) is -0.5158 / -0.5159 hartree. The total charge is +2.

```
67
Properties=species:S:1:pos:R:3:forces:R:3
C -0.49455 -2.13842 3.97807 0.0 0.1 -0.3
C -2.01992 -2.08166 3.89902 0.2 0.1 0.2
C -2.59024 -0.76296 3.35371 -0.1 -0.1 0.1
C -3.15878 -0.87870 1.94888 -0.1 0.0 -0.2
C -2.15661 -1.22797 0.84467 0.1 -0.1 0.3
C -0.89794 -0.35202 0.83424 -0.1 0.0 -0.2
C -0.51803 0.29156 -0.51334 -0.3 0.2 0.0
C -0.49395 -0.77290 -1.63216 0.2 -0.1 0.2
C 0.16857 -2.12134 -1.33975 0.2 0.0 0.0
N 1.62280 -2.11703 -0.98680 -0.3 -0.1 -0.3
C 2.49826 -2.48500 -2.12811 0.3 0.0 0.1
C 3.49451 -1.42936 -2.63254 -0.1 0.1 0.0
C 1.82542 -3.16181 0.02637 -0.7 -1.6 -0.4
C 2.51404 -2.72342 1.27905 0.0 0.0 0.0
O 1.43869 -4.30427 -0.17549 0.7 2.0 0.5
C -1.58308 1.37109 -0.88379 0.2 -0.3 0.1
C -1.31705 2.82928 -0.47370 0.1 0.3 0.2
C -1.32068 3.05761 1.04319 0.2 0.2 -0.1
C -2.39210 3.71607 -1.08082 -0.1 -0.2 0.1
N 0.02890 3.24609 -1.02500 -0.3 -0.5 -0.4
O 0.10207 4.10287 -1.96786 0.0 0.3 0.1
C 1.05869 2.20337 -1.16834 0.5 0.3 0.5
C 2.43183 2.82039 -0.82888 -0.2 -0.2 -0.2
C 1.10011 1.84940 -2.64329 -0.5 -0.5 -0.2
C 0.81359 1.00225 -0.28569 0.0 0.0 0.1
H -0.05818 -2.38112 3.00601 0.0 0.0 0.0
H -0.15131 -2.88270 4.69004 0.0 -0.1 0.0
H -0.08653 -1.17343 4.27579 0.1 0.1 0.1
H -2.41415 -2.23607 4.90114 -0.1 -0.1 0.0
H -2.37422 -2.91178 3.28817 -0.1 -0.1 0.1
H -3.40341 -0.43518 4.00011 0.0 0.0 0.0
H -1.83673 0.02364 3.42074 0.1 0.1 0.0
H -3.69639 0.03366 1.67779 0.0 0.2 0.0
H -3.91176 -1.66794 1.96274 -0.1 0.0 0.0
H -2.68132 -1.16771 -0.10744 -0.1 0.0 -0.1
H -1.87480 -2.27463 0.96770 0.0 -0.1 0.0
H -1.03921 0.46769 1.53400 0.1 0.1 0.1
H -0.03355 -0.91545 1.19184 0.0 0.0 0.1
H -1.54002 -1.00002 -1.83819 0.0 -0.1 -0.2
H -0.10244 -0.38878 -2.57572 0.0 0.2 -0.1
H -0.38478 -2.60079 -0.53676 0.1 0.0 0.1
H 0.03416 -2.77469 -2.20366 -0.2 0.0 -0.1
H 1.90616 -2.85304 -2.96529 -0.1 0.0 0.0
H 3.11512 -3.32842 -1.82386 0.0 -0.1 0.0
H 3.81730 -0.75963 -1.83662 0.0 0.1 0.2
H 4.38093 -1.92929 -3.02255 0.0 0.0 -0.1
H 3.07618 -0.85354 -3.46997 -0.2 0.3 -0.1
H 3.41460 -3.31451 1.42608 0.1 -0.1 0.0
H 1.85245 -2.92886 2.11812 0.0 -0.1 0.1
H 2.76313 -1.66899 1.26315 0.0 0.1 0.0
H -2.52101 1.09864 -0.40164 -0.2 0.0 -0.1
H -1.78230 1.35598 -1.95726 0.0 0.0 -0.1
H -1.49481 4.11247 1.24304 0.0 0.1 0.0
H -0.37829 2.80372 1.52024 0.0 -0.2 0.1
H -2.12388 2.48949 1.50532 0.0 0.0 0.1
H -3.33241 3.45743 -0.59614 -0.1 0.0 0.0
H -2.20165 4.76473 -0.88181 0.1 0.1 -0.1
H -2.51478 3.54415 -2.14572 0.1 0.1 -0.1
H 2.66123 2.74587 0.23014 0.0 0.2 0.1
H 2.46316 3.86492 -1.14020 0.0 0.1 0.0
H 3.23335 2.24228 -1.32529 0.1 -0.1 0.0
H 1.78126 2.55376 -3.08663 -3.3 0.7 2.1
H 1.52150 0.86304 -2.78231 0.4 -0.7 0.0
H 0.15405 1.88684 -3.17813 -0.1 0.2 0.0
H 1.65381 0.31637 -0.37139 0.1 -0.2 -0.1
H 0.82293 1.37226 0.73902 0.1 0.0 0.1
Sr 3.13206 2.51653 -4.15628 3.4 -0.1 -2.4
```
Forces are in eV/Å.

Atomic partial charges in e from the Löwdin method, atoms 1 to 2: -0.10 -0.23

---

# 2
Here is 2 unconnected molecules or ions with the total composition C6H8N2O2 at a distorted geometry from OMol25. Energies are from ωB97M-V with the def2-TZVPD basis set.

The HOMO-LUMO gap comes out at 10.1032 eV. The total energy comes out at -493.27682 a.u. Its lowest unoccupied orbital energy is 0.0072 Ha. The energy relative to the best compared isomer or geometry (same formula, charge and spin) comes out at 106.7 kcal per mole. For the maximum force, the calculation gives 6.7 eV/A. The value obtained for the highest occupied orbital energy is -0.3641 hartree.

```
18
Properties=species:S:1:pos:R:3:forces:R:3
C -0.51328 -1.40601 0.18963 4.3 -0.1 -1.7
C 0.45765 -2.12961 0.75072 0.6 -0.5 0.2
C -0.10496 1.01722 1.21169 1.4 -1.0 3.8
C 1.21095 1.04187 0.44082 1.4 -2.6 1.7
C 1.21365 1.13767 -0.89801 2.5 -0.8 1.2
C -1.22964 0.99243 -1.02528 -4.2 -1.4 -0.2
H -0.03011 -0.61451 -0.50913 -1.9 -2.4 0.9
H -1.50602 -1.71233 0.30218 -1.6 0.5 0.2
H 1.54997 -2.06787 0.40322 -1.7 0.2 1.0
H 0.19516 -2.82480 1.57114 0.5 0.1 -0.8
H -2.20573 0.90864 0.87716 2.8 0.7 -1.4
H 2.20829 0.33777 0.93126 -3.3 3.0 -1.1
H 2.34216 0.86299 -1.26083 -3.5 1.0 -0.5
H 0.09960 0.66607 -2.62071 -0.6 2.9 3.4
N -1.23692 1.15909 0.40210 -2.1 -0.2 0.1
N 0.01931 1.32826 -1.63266 -0.1 -3.5 -4.0
O -0.14885 0.75166 2.46810 -0.3 1.4 -5.1
O -2.32121 0.55149 -1.60141 5.8 2.6 2.2
```
Forces are in eV/Å.

Atomic partial charges in e from the Löwdin method, atoms 1 to 2: -0.10 -0.06

---

# 3
Here is a molecular structure, C38H34GeN3OS2Zn at a distorted geometry from OMol25. Energies are from ωB97M-V with the def2-TZVPD basis set.

The HOMO-LUMO gap (spin up / spin down) comes out at 7.3177 / 6.5526 eV. The total energy comes out at -6360.57398 a.u. The multiplicity is 2. Its lowest unoccupied orbital energy (spin up / spin down) is 0.0118 / -0.0386 Ha. The expectation value of S² is 0.76. For the maximum force, the calculation gives 1.5 eV/A. The value obtained for the highest occupied orbital energy (spin up / spin down) is -0.2571 / -0.2794 hartree.

```
80
Properties=species:S:1:pos:R:3:forces:R:3
Zn 0.35541 1.59224 -1.12014 -0.3 -0.1 0.2
C 1.75879 -2.57157 -1.61170 -0.4 -0.2 -0.1
C 1.79056 -1.07386 -1.46163 -0.2 0.0 0.3
N 0.70192 -0.47391 -1.13336 -0.2 -0.1 0.3
N -0.43601 -1.25515 -0.89619 -0.2 0.7 -0.5
C -1.49747 -0.60091 -1.23837 -0.4 -0.3 0.0
S -1.62839 0.92584 -2.03049 0.0 0.5 -0.1
S -3.12778 -1.21927 -0.91742 0.3 -0.2 0.1
C -2.87233 -2.97407 -1.30481 -0.1 -0.3 0.2
C -2.95298 -3.17723 -2.79121 -0.2 0.0 0.2
C -4.17051 -3.54041 -3.33250 -1.0 0.0 -0.4
C -4.38806 -3.55369 -4.70439 1.0 0.1 -0.1
C -3.32262 -3.23824 -5.55932 -0.6 0.0 0.1
C -2.09131 -2.88468 -5.02698 0.0 -0.3 0.1
C -1.90768 -2.86913 -3.64803 0.2 0.3 0.0
C 2.99093 -0.27704 -1.69899 0.7 0.2 -0.3
C 4.20868 -0.99146 -1.78847 -0.2 0.1 0.2
C 5.42854 -0.41917 -2.06339 -0.2 0.3 -0.1
C 5.45363 0.95095 -2.35000 -0.6 0.3 0.1
C 4.29356 1.70650 -2.26658 0.3 -0.7 0.1
C 3.04788 1.15534 -1.87234 0.5 -0.4 0.1
O 2.10272 2.02946 -1.65277 -0.3 0.0 -0.2
H 1.26427 -3.00629 -0.73626 0.1 0.1 -0.2
H 2.71962 -3.04538 -1.75033 0.0 0.0 -0.1
H 1.12674 -2.82482 -2.47911 0.2 0.1 0.3
H -3.69344 -3.50521 -0.79788 0.4 0.1 -0.1
H -1.91660 -3.26182 -0.86759 -0.1 -0.1 0.0
H -5.02514 -3.74859 -2.69053 0.2 0.0 0.1
H -5.36432 -3.78571 -5.09512 -0.1 -0.1 -0.1
H -3.48272 -3.23956 -6.63299 0.1 0.0 0.1
H -1.27220 -2.64096 -5.69008 0.0 0.1 0.0
H -0.97874 -2.53472 -3.20166 0.1 -0.1 -0.2
H 4.16896 -2.04520 -1.56143 0.2 0.0 -0.1
H 6.32103 -1.02700 -2.09237 0.1 0.0 0.0
H 6.37206 1.44914 -2.62227 0.2 0.0 0.0
H 4.28777 2.76774 -2.45611 0.1 0.1 0.0
C -3.23213 5.29147 0.00327 -0.2 -0.3 0.3
C -2.03138 5.73085 -0.53460 -0.2 0.0 0.2
C -0.99130 4.82978 -0.62422 0.3 -0.5 -0.2
N -1.10523 3.54307 -0.26837 0.2 0.0 -0.5
C -2.27816 3.11404 0.18745 -0.2 0.5 0.5
C -3.35301 3.96527 0.40307 0.4 0.4 -0.6
H -4.07605 5.95887 0.12922 0.1 0.1 -0.1
H -1.91495 6.75436 -0.84838 0.1 0.1 -0.1
H -0.01907 5.09610 -1.03060 -0.1 0.2 0.1
H -2.36235 2.07674 0.45153 0.1 -0.3 -0.1
H -4.26836 3.59424 0.81673 -0.3 -0.2 0.1
C 0.73316 3.57650 2.28707 0.5 -0.4 0.7
Ge 0.79458 1.66022 1.85310 -0.5 0.4 -1.4
C 2.46601 0.90458 2.34762 0.7 -0.4 0.9
C 2.51869 0.65792 3.73117 0.5 0.1 -0.3
C 3.71074 0.29180 4.34025 -0.1 0.1 -0.5
C 4.85465 0.12283 3.56742 -0.1 -0.1 0.0
C 4.80974 0.30531 2.19305 -0.5 0.3 -0.1
C 3.61842 0.71045 1.58419 0.0 0.1 0.3
C -0.75889 0.70358 2.48864 -0.2 0.8 0.1
C -1.77108 1.51968 2.96201 -0.1 -0.3 0.1
C -3.01801 0.98767 3.36875 0.2 0.3 0.2
C -3.21367 -0.35360 3.30084 0.2 -0.5 -0.4
C -2.21977 -1.22796 2.78441 0.3 0.3 0.1
C -2.42962 -2.62562 2.74226 0.1 0.2 0.2
C -1.43548 -3.47230 2.35997 0.5 0.0 -0.4
C -0.18075 -2.94946 1.94512 -0.5 0.3 0.2
C 0.03498 -1.59555 1.94780 0.3 -0.4 0.1
C -0.96307 -0.69616 2.37857 -0.5 -0.3 0.3
H 1.02590 3.67012 3.34526 0.0 0.1 -0.3
H -0.25060 3.99591 2.16185 -0.2 0.2 -0.1
H 1.45926 4.11736 1.68001 -0.1 -0.1 0.0
H 1.63796 0.80423 4.34064 -0.1 0.0 0.1
H 3.74714 0.17163 5.40538 0.0 -0.1 0.4
H 5.78420 -0.15332 4.03958 0.1 0.0 0.1
H 5.69686 0.19317 1.58430 0.0 -0.1 0.0
H 3.60273 0.90360 0.52258 0.0 0.0 -0.1
H -1.60349 2.58821 3.03931 -0.1 -0.1 0.0
H -3.79311 1.62902 3.78746 0.2 -0.1 -0.2
H -4.12682 -0.81200 3.63056 -0.4 0.0 0.1
H -3.37378 -3.00040 3.09473 -0.3 -0.2 0.0
H -1.59160 -4.54405 2.35863 0.0 0.0 0.0
H 0.59724 -3.62585 1.62654 0.1 -0.1 0.0
H 1.00470 -1.20449 1.65866 -0.1 0.0 -0.1
```
Forces are in eV/Å.

Atomic partial charges in e from the Löwdin method, atoms 1 to 2: 0.51 0.00

---

Question: Which formula does entry 3 have?
Answer: C38H34GeN3OS2Zn

---

Question: The lowest maximum force belongs to which entry?
Answer: C38H34GeN3OS2Zn

---

Question: What is the formula in the second record?
Answer: C6H8N2O2

---

Question: maximum force of number 1 (C21H41N2O2Sr)?
Answer: 4.1 eV/A